1.
Entry from the Open Molecules 2025 dataset: C12H17FO2 as an isolated structure at a distorted geometry (ωB97M-V/def2-TZVPD).

For the energy, the calculation gives -19522.0788 eV. As for the HOMO energy: -8.22 eV. As for the spin multiplicity: 1.

CARTESIAN COORDINATES (ANGSTROEM)
F (2.499, -0.228, -1.583)
C (1.380, 0.416, -1.257)
C (1.160, 1.773, -1.650)
C (-0.020, 2.325, -1.149)
C (-0.994, 1.643, -0.490)
C (-0.858, 0.319, -0.258)
C (0.338, -0.320, -0.639)
H (1.963, 2.346, -2.091)
H (-0.118, 3.350, -1.473)
H (-1.884, 2.111, -0.096)
H (-1.683, -0.308, 0.046)
H (0.554, -1.378, -0.609)
C (0.624, -4.164, -1.121)
C (1.263, -3.104, -1.980)
O (0.896, -2.975, -3.142)
C (2.216, -2.020, -1.385)
H (1.335, -4.578, -0.406)
H (0.312, -5.017, -1.723)
H (-0.259, -3.846, -0.567)
H (3.238, -2.398, -1.398)
H (2.160, -1.774, -0.325)
H (2.245, -1.118, -1.996)
C (-2.193, 1.345, 3.590)
C (-1.387, 1.381, 2.281)
O (-0.950, 0.286, 1.820)
C (-1.254, 2.716, 1.607)
H (-3.102, 0.750, 3.500)
H (-2.487, 2.357, 3.866)
H (-1.490, 0.953, 4.325)
H (-0.794, 3.472, 2.244)
H (-2.191, 3.134, 1.240)
H (-0.519, 2.550, 0.819)

Want to see where the charge sits? The Mulliken charges in e are: number 1, F, carries -0.018; number 2, C, carries 0.663; number 3, C, carries -0.876; number 4, C, carries -0.439; number 5, C, carries -0.396; number 6, C, carries -0.415; number 7, C, carries -0.099; number 8, H, carries 0.412; number 9, H, carries 0.371; number 10, H, carries 0.676; number 11, H, carries 0.192; number 12, H, carries 0.029; number 13, C, carries -1.115; number 14, C, carries 0.992; number 15, O, carries -0.611; number 16, C, carries -1.714; number 17, H, carries 0.322; number 18, H, carries 0.359; number 19, H, carries 0.264; number 20, H, carries 0.483; number 21, H, carries 0.393; number 22, H, carries 0.445; number 23, C, carries -1.179; number 24, C, carries 0.962; number 25, O, carries -0.544; number 26, C, carries -1.085; number 27, H, carries 0.311; number 28, H, carries 0.354; number 29, H, carries 0.314; number 30, H, carries 0.462; number 31, H, carries 0.333; number 32, H, carries 0.152

2.
Entry from the Open Molecules 2025 dataset: a 2-piece molecular cluster, C4H10NS overall at a distorted geometry (ωB97M-V/def2-TZVPD).

For the energy, the calculation gives -16626.3016 eV. As for the HOMO energy: -13.22 eV. As for the spin multiplicity: 1. The net charge is +1.

CARTESIAN COORDINATES (ANGSTROEM)
C (2.131, -0.253, 1.056)
C (-1.138, -0.437, -1.257)
C (1.938, 0.419, -0.042)
C (-1.714, 0.839, 0.664)
N (-1.443, -0.310, -0.017)
S (1.330, -0.331, -1.499)
H (1.980, -1.330, 1.193)
H (2.442, 0.081, 1.994)
H (-1.142, -1.430, -1.778)
H (-1.449, 0.296, -1.939)
H (2.017, 1.466, -0.309)
H (-2.331, 0.620, 1.498)
H (-0.777, 1.427, 0.899)
H (-2.264, 1.677, 0.071)
H (-1.328, -1.227, 0.492)
H (1.747, -1.508, -1.026)

Want to see where the charge sits? The Mulliken charges in e are: number 1, C, carries -0.701; number 2, C, carries -0.548; number 3, C, carries 0.054; number 4, C, carries -0.769; number 5, N, carries 0.001; number 6, S, carries -0.140; number 7, H, carries 0.188; number 8, H, carries 0.287; number 9, H, carries 0.405; number 10, H, carries 0.383; number 11, H, carries 0.387; number 12, H, carries 0.358; number 13, H, carries 0.298; number 14, H, carries 0.272; number 15, H, carries 0.317; number 16, H, carries 0.208

3.
Entry from the Open Molecules 2025 dataset: a 3-piece molecular cluster, C33H30BrN2O13P3 overall at a distorted geometry (ωB97M-V/def2-TZVPD).

The SMILES is CC(=O)OCCP(Br)(CP(=O)(O)O)(ON=O)P(=N)(O)O.O=C1c2ccccc2C(=O)c2ccccc21.O=C1c2ccccc2C(=O)c2ccccc21. For the energy, the calculation gives -162216.6398 eV. As for the HOMO energy: -8.90 eV. As for the spin multiplicity: 1.

CARTESIAN COORDINATES (ANGSTROEM)
C (5.184, 1.809, -1.616)
C (4.786, 1.302, -2.961)
O (5.493, 0.754, -3.743)
O (3.437, 1.463, -3.219)
C (3.092, 2.695, -3.859)
C (1.657, 2.598, -4.320)
P (0.439, 2.156, -2.996)
Br (-0.230, 0.240, -4.209)
C (0.842, 1.101, -1.538)
P (-0.297, -0.202, -0.970)
O (0.045, -1.549, -1.427)
O (-0.172, -0.061, 0.627)
O (-1.788, 0.271, -1.207)
O (-1.088, 2.843, -3.036)
N (-2.030, 2.658, -4.141)
O (-2.955, 3.311, -3.947)
P (0.911, 4.089, -1.866)
N (1.162, 5.281, -2.820)
O (-0.342, 4.306, -0.883)
O (2.115, 3.810, -0.807)
H (4.836, 2.839, -1.520)
H (4.657, 1.212, -0.867)
H (6.254, 1.732, -1.465)
H (3.714, 2.829, -4.749)
H (3.276, 3.555, -3.210)
H (1.596, 1.819, -5.074)
H (1.333, 3.530, -4.783)
H (0.911, 1.775, -0.681)
H (1.806, 0.613, -1.663)
H (0.498, -0.705, 0.901)
H (-2.052, 0.880, -0.499)
H (2.063, 5.726, -2.696)
H (-0.042, 4.410, 0.032)
H (2.734, 3.130, -1.098)
O (-5.781, -0.890, 1.226)
C (-6.351, -1.384, 0.275)
C (-5.956, -1.043, -1.121)
C (-4.901, -0.166, -1.322)
C (-4.497, 0.145, -2.612)
C (-5.148, -0.423, -3.700)
C (-6.208, -1.293, -3.504)
C (-6.619, -1.604, -2.216)
C (-7.772, -2.529, -2.024)
O (-8.381, -2.978, -2.972)
C (-8.153, -2.888, -0.626)
C (-9.202, -3.774, -0.420)
C (-9.556, -4.138, 0.867)
C (-8.863, -3.619, 1.956)
C (-7.823, -2.727, 1.757)
C (-7.466, -2.356, 0.467)
H (-4.403, 0.263, -0.465)
H (-3.672, 0.821, -2.772)
H (-4.824, -0.187, -4.705)
H (-6.722, -1.737, -4.346)
H (-9.731, -4.175, -1.274)
H (-10.372, -4.831, 1.026)
H (-9.137, -3.910, 2.961)
H (-7.281, -2.315, 2.596)
O (4.905, -2.062, 6.522)
C (4.896, -1.593, 5.405)
C (4.847, -2.469, 4.200)
C (4.787, -3.846, 4.369)
C (4.710, -4.675, 3.263)
C (4.694, -4.133, 1.982)
C (4.766, -2.762, 1.807)
C (4.847, -1.925, 2.913)
C (4.938, -0.453, 2.703)
O (4.983, 0.016, 1.583)
C (4.964, 0.426, 3.906)
C (5.014, 1.804, 3.736)
C (5.014, 2.637, 4.841)
C (4.965, 2.097, 6.122)
C (4.924, 0.725, 6.298)
C (4.927, -0.116, 5.192)
H (4.796, -4.257, 5.368)
H (4.660, -5.747, 3.396)
H (4.625, -4.783, 1.120)
H (4.760, -2.333, 0.815)
H (5.051, 2.214, 2.737)
H (5.052, 3.710, 4.708)
H (4.959, 2.750, 6.985)
H (4.890, 0.295, 7.289)

Want to see where the charge sits? The Mulliken charges in e are: number 1, C, carries -0.844; number 2, C, carries 0.505; number 3, O, carries -0.532; number 4, O, carries -0.170; number 5, C, carries -0.663; number 6, C, carries -1.094; number 7, P, carries 0.929; number 8, Br, carries -0.428; number 9, C, carries -0.560; number 10, P, carries 0.631; number 11, O, carries -0.686; number 12, O, carries -0.560; number 13, O, carries -0.191; number 14, O, carries -0.427; number 15, N, carries 0.273; number 16, O, carries -0.242; number 17, P, carries 0.619; number 18, N, carries -0.834; number 19, O, carries -0.459; number 20, O, carries -0.497; number 21, H, carries 0.277; number 22, H, carries 0.289; number 23, H, carries 0.364; number 24, H, carries 0.449; number 25, H, carries 0.392; number 26, H, carries 0.739; number 27, H, carries 0.491; number 28, H, carries 0.645; number 29, H, carries 0.118; number 30, H, carries 0.322; number 31, H, carries 0.292; number 32, H, carries 0.277; number 33, H, carries 0.325; number 34, H, carries 0.218; number 35, O, carries -0.674; number 36, C, carries 0.565; number 37, C, carries 0.106; number 38, C, carries -0.711; number 39, C, carries 0.276; number 40, C, carries -0.550; number 41, C, carries -0.714; number 42, C, carries 0.183; number 43, C, carries 0.644; number 44, O, carries -0.662; number 45, C, carries 0.167; number 46, C, carries -0.563; number 47, C, carries -0.474; number 48, C, carries -0.480; number 49, C, carries -0.555; number 50, C, carries 0.185; number 51, H, carries 0.419; number 52, H, carries 0.223; number 53, H, carries 0.438; number 54, H, carries 0.475; number 55, H, carries 0.473; number 56, H, carries 0.401; number 57, H, carries 0.399; number 58, H, carries 0.467; number 59, O, carries -0.663; number 60, C, carries 0.499; number 61, C, carries 0.287; number 62, C, carries -0.607; number 63, C, carries -0.479; number 64, C, carries -0.558; number 65, C, carries -0.633; number 66, C, carries 0.259; number 67, C, carries 0.501; number 68, O, carries -0.651; number 69, C, carries 0.246; number 70, C, carries -0.551; number 71, C, carries -0.558; number 72, C, carries -0.477; number 73, C, carries -0.615; number 74, C, carries 0.342; number 75, H, carries 0.482; number 76, H, carries 0.404; number 77, H, carries 0.415; number 78, H, carries 0.525; number 79, H, carries 0.535; number 80, H, carries 0.414; number 81, H, carries 0.398; number 82, H, carries 0.481